# 1
Formula: C33H43Cl2N2OP3PdS
Source: the Open Molecules 2025 dataset
Level of theory: the ωB97M-V functional and the def2-TZVPD basis

Summary:
ΔE to the lowest compared entry with this formula, charge and spin, kJ/mol: 0.0
HOMO-LUMO gap (spin up / spin down), Eh: 0.2250 / 0.1926

```
! wB97M-V def2-TZVPD RIJCOSX def2/J DEFGRID3
* xyz 2 5
P 1.05507 0.98898 -1.88023
C 2.79737 1.21387 -2.21837
C 3.36673 0.67007 -3.38249
H 2.77308 0.01931 -4.02743
C 4.68557 0.97277 -3.71143
H 5.11503 0.55779 -4.62211
C 5.44289 1.80840 -2.88636
H 6.47134 2.05122 -3.15811
C 4.87826 2.33570 -1.72088
H 5.46638 2.98907 -1.08022
C 3.56160 2.03562 -1.37345
H 3.11624 2.43702 -0.46237
C 0.46696 -0.39591 -2.86603
C 1.06258 -1.65435 -2.67361
H 1.92986 -1.75159 -2.01366
C 0.53702 -2.76861 -3.32630
H 0.97413 -3.75021 -3.14134
C -0.52153 -2.61387 -4.22390
H -0.91140 -3.48107 -4.75832
C -1.06640 -1.35259 -4.46378
H -1.86898 -1.21660 -5.19021
C -0.58799 -0.23794 -3.77836
H -1.00537 0.75618 -3.96266
C 0.15052 2.48536 -2.29233
C 0.47941 3.13056 -3.49977
H 1.26558 2.71468 -4.13509
C -0.19565 4.28908 -3.87318
H 0.05962 4.77098 -4.81621
C -1.19080 4.81748 -3.04534
H -1.72299 5.71964 -3.35106
C -1.49860 4.19440 -1.83457
H -2.27529 4.60200 -1.18905
C -0.81909 3.03981 -1.43902
H -1.02145 2.58355 -0.46601
Pd -0.12228 -0.41791 2.23657
C -1.93592 -1.42662 1.87913
C -2.34743 -1.54105 0.62202
H -2.46399 -1.78142 2.76982
C -1.48815 -0.83783 -0.43387
O -2.34807 0.15012 -1.03798
H -1.83121 0.79018 -1.56651
C -0.28571 -0.24828 0.20986
H -1.16264 -1.55545 -1.21004
C 0.73063 0.51341 -0.09891
Cl -0.45235 -1.61836 4.47638
Cl 2.12074 0.48059 2.99008
P 1.19376 -2.42597 2.40990
C 2.24574 -2.93838 3.81305
H 1.60920 -3.33953 4.60819
H 2.77132 -2.05208 4.18245
H 2.96976 -3.69071 3.47320
C 0.22014 -3.89961 1.98140
H -0.24605 -3.75921 0.99972
H -0.56074 -4.03021 2.73648
H 0.87645 -4.77874 1.95567
C 2.43038 -2.38049 1.06570
H 2.98470 -1.43899 1.13504
H 1.93553 -2.44240 0.09063
H 3.11890 -3.22711 1.18476
P -3.93419 -2.29279 0.12198
C -4.52267 -3.32907 1.44346
C -3.55161 -3.23659 -1.35334
H -4.67057 -2.73322 2.35248
H -3.80677 -4.13463 1.65054
H -5.47977 -3.76597 1.12928
H -3.17129 -2.57839 -2.14600
H -4.46737 -3.73475 -1.69703
H -2.79141 -3.99477 -1.12145
C -5.06212 -0.95854 -0.24427
H -5.21004 -0.35148 0.65715
H -6.02106 -1.37918 -0.57053
H -4.62214 -0.32780 -1.02559
H 1.41830 0.88993 0.66411
C 0.42884 1.42662 5.78489
N 0.41595 2.59801 4.92283
C 1.13054 3.75648 5.15188
C 0.85752 4.61410 4.12893
N -0.00438 3.94662 3.28347
C -0.29763 2.69445 3.76054
S -1.40840 1.61724 3.12633
H -0.58215 1.02099 5.86132
H 1.07930 0.65992 5.35075
H 0.80499 1.73973 6.76547
H 1.75535 3.86040 6.02473
H 1.19242 5.61564 3.94469
H -0.41203 4.31235 2.42386
*
```

=====

# 2
Formula: C33H43F15NO10S
Source: the Open Molecules 2025 dataset
Level of theory: the ωB97M-V functional and the def2-TZVPD basis

Summary:
HOMO-LUMO gap, Eh: 0.2989

```
! wB97M-V def2-TZVPD RIJCOSX def2/J DEFGRID3
* xyz 1 1
C 6.63162 1.14549 3.10676
C 5.87698 1.83848 2.41059
C 4.70599 2.59534 1.70582
C 3.37578 2.36743 2.57738
C 2.15280 2.10686 1.61430
C 1.12322 1.05610 2.12424
C 1.51682 -0.04345 3.02395
C 0.54658 -1.06477 3.47745
C -0.83134 -0.93088 2.97814
C -1.15233 0.18740 2.11672
N -0.20952 1.13151 1.71722
C -0.73617 2.21635 0.83140
S -1.70947 3.37226 1.89114
C -0.55058 4.32350 2.97684
C -0.91054 4.25449 4.51749
H 7.01012 0.50436 3.93128
H 4.98836 3.67656 1.62687
H 4.63452 2.16147 0.67675
H 3.60807 1.53660 3.28476
H 3.27395 3.30999 3.18988
H 1.69711 3.11523 1.39556
H 2.55152 1.73572 0.62530
H 2.56142 -0.17192 3.39306
H 0.83159 -1.90198 4.15956
H -1.60343 -1.67115 3.27554
H -2.19954 0.29291 1.74832
H -1.46438 1.75858 0.10258
H 0.05370 2.70495 0.21428
H -0.63953 5.39903 2.65678
H 0.52648 4.04035 2.84906
H -1.31802 5.23616 4.88417
H -1.55686 3.38176 4.79801
H 0.06770 4.12285 5.07108
C -4.45612 -4.27578 -1.76955
C -3.87926 -2.90325 -1.49303
O -4.25636 -2.44090 -0.17966
C -3.53279 -2.91133 0.83628
O -2.61864 -3.67937 0.73370
C -4.01390 -2.30252 2.15435
F -5.34635 -2.30551 2.26804
F -3.61711 -1.00827 2.27848
F -3.53845 -2.95119 3.22734
H -5.53600 -4.27181 -1.62383
H -4.23641 -4.58936 -2.79067
H -4.04695 -5.02032 -1.08369
H -4.28584 -2.18410 -2.20467
H -2.79280 -2.89182 -1.60804
C 4.63426 0.92276 6.05879
C 5.22341 2.29258 6.32965
O 4.81951 2.77702 7.61811
C 5.51549 2.30604 8.66401
O 6.41663 1.52325 8.58511
C 5.01357 2.93801 9.96355
F 3.66954 2.95254 10.03846
F 5.42237 4.21511 10.07679
F 5.45385 2.29128 11.04762
H 3.54696 0.94355 6.17482
H 4.87742 0.59125 5.04886
H 5.01338 0.18316 6.76638
H 4.84692 3.00652 5.59604
H 6.31204 2.28637 6.24324
C -8.00272 -6.53368 -7.35720
C -7.43094 -5.15849 -7.07722
O -7.81721 -4.69718 -5.77127
C -7.09800 -5.16612 -4.75144
O -6.18271 -5.93413 -4.85130
C -7.58416 -4.55649 -3.43645
F -8.92244 -4.55922 -3.32722
F -7.19581 -3.26963 -3.31008
F -7.11040 -5.20847 -2.36204
H -9.08642 -6.53181 -7.22039
H -7.77386 -6.84624 -8.37620
H -7.59770 -7.27694 -6.66794
H -7.83289 -4.44170 -7.79186
H -6.34405 -5.14516 -7.18408
C -8.20602 0.98327 -7.71118
C -7.25548 0.35719 -8.71108
O -6.05743 -0.10537 -8.06128
C -6.14325 -1.29078 -7.45190
O -7.12988 -1.96848 -7.40531
C -4.79155 -1.67724 -6.84861
F -4.21357 -0.65691 -6.18759
F -3.92171 -2.06460 -7.79877
F -4.89206 -2.69305 -5.97721
H -7.70389 1.77526 -7.15101
H -9.07595 1.40272 -8.21665
H -8.55066 0.24814 -6.98163
H -6.94439 1.10510 -9.44039
H -7.73133 -0.45492 -9.26470
C 9.02338 3.66669 0.66339
C 8.89383 2.17539 0.42656
O 9.61433 1.80074 -0.75860
C 10.93673 1.64079 -0.61349
O 11.53451 1.79663 0.41156
C 11.56558 1.19837 -1.93599
F 11.11533 1.91562 -2.98160
F 11.28855 -0.09247 -2.20310
F 12.89790 1.31657 -1.93198
H 8.70017 4.22316 -0.21962
H 8.42098 3.97548 1.51878
H 10.06108 3.94665 0.85166
H 7.84689 1.91867 0.26563
H 9.23630 1.60120 1.29000
*
```

=====

# 3
Formula: C33H43N8O
Source: the Open Molecules 2025 dataset
Level of theory: the ωB97M-V functional and the def2-TZVPD basis

Summary:
ΔE to the lowest compared entry with this formula, charge and spin, kJ/mol: 202.4
HOMO-LUMO gap, Eh: 0.3176

```
! wB97M-V def2-TZVPD RIJCOSX def2/J DEFGRID3
* xyz -1 1
C 57.89400 36.52300 37.76400
O 57.53500 35.18500 37.77000
H 58.78200 36.72000 37.04200
H 58.07500 36.67400 38.87200
H 57.03400 37.08500 37.43400
N 60.72700 36.73000 41.34600
C 61.94800 37.27200 41.80500
C 61.72500 38.62500 41.98200
C 60.23300 38.86400 41.53400
C 59.75400 37.64000 41.20400
H 60.53100 35.78700 40.92900
H 62.72400 36.57000 42.00300
H 62.30700 39.37800 42.02000
H 59.84500 39.90900 41.40500
H 58.84300 37.31700 40.81400
N 59.47400 34.30700 36.04900
C 60.47700 33.46100 36.06300
C 61.20600 33.46700 34.81100
C 60.50000 34.56100 33.98500
C 59.52800 35.03500 34.84600
H 58.86800 34.54200 36.79600
H 60.65900 32.87000 36.95100
H 62.19900 32.81000 34.63000
H 60.82200 34.88600 33.06800
H 58.99800 35.93200 34.70600
N 61.82000 36.32400 36.54100
C 63.03100 36.62200 35.95700
C 63.58800 37.59200 36.88300
C 62.63800 37.83200 38.02600
C 61.53700 36.98700 37.81100
H 61.01000 35.72700 36.15400
H 63.35400 35.99200 35.16600
H 64.72300 37.89000 36.66500
H 62.55100 38.53600 38.96600
H 60.70200 36.70700 38.49500
N 59.14500 34.19000 39.69700
C 58.75200 33.87300 41.01300
C 59.84200 33.31600 41.61000
C 60.95800 33.48600 40.58700
C 60.44300 33.96800 39.47900
H 58.38500 34.52900 39.05800
H 57.74000 33.97300 41.42300
H 60.01600 32.88900 42.48500
H 62.00700 33.20100 40.62900
H 61.10800 34.16600 38.60400
N 56.36500 35.92000 33.78900
C 56.68800 36.10900 32.41500
C 57.11900 37.39300 32.16100
C 56.88400 38.05400 33.39000
C 56.53800 37.20100 34.38600
H 56.00400 35.11200 34.08600
H 56.67100 35.28900 31.80700
H 57.61500 37.80200 31.25500
H 57.31800 39.00400 33.51400
H 56.29400 37.25300 35.48400
N 55.96800 33.94300 36.25800
C 54.73800 34.23500 35.89300
C 54.29200 33.46700 34.90000
C 55.51200 32.49700 34.70700
C 56.47400 32.83900 35.54200
H 56.57800 34.63400 36.83100
H 54.34100 35.00700 36.34600
H 53.31900 33.46600 34.46200
H 55.37100 31.67100 33.99300
H 57.63300 32.34500 35.63900
N 61.08900 39.03800 35.61300
C 62.05900 39.89200 35.09200
C 61.22200 40.89600 34.56000
C 59.82900 40.48300 34.56900
C 59.73300 39.26600 35.22700
H 61.35100 38.22600 36.20700
H 63.01300 39.89400 35.21900
H 61.51700 41.84800 34.15700
H 59.00400 40.85100 34.06900
H 58.99100 38.50200 35.20200
N 55.56100 35.82600 39.54600
C 55.21300 36.91300 40.32200
C 54.00000 36.63500 40.81900
C 53.54600 35.37500 40.31000
C 54.50500 34.92800 39.37800
H 56.42700 35.66000 39.05800
H 55.79900 37.95500 40.46900
H 53.76800 37.15000 41.72900
H 52.84600 34.49700 40.64400
H 54.57600 33.93300 38.80900
*
```

=====

> Which formula does entry 2 have?

C33H43F15NO10S